i) Density functional theory data (the ωB97M-V functional and the def2-TZVPD basis) for a structure of composition C28H36Cl3GeN5ORu.

Its spin multiplicity is 2. Its HOMO-LUMO gap (alpha / beta) is 7.16 / 7.60 eV. The molar mass is 738.7 g mol⁻¹. The charge is +1. Its expectation value of S² is 0.771.

The geometry in XYZ format:
```
75
Properties=species:S:1:pos:R:3:mulliken_charge:R:1
Ru 0.34270 0.02083 0.04593 0.233
C -2.05557 -1.00626 -2.35290 -1.593
N -1.71610 -1.11197 -0.93555 1.890
C -1.33211 -2.50590 -0.64599 -1.614
C 0.07016 -2.76512 -1.09091 0.440
C 0.43511 -3.90061 -1.79339 -0.975
C 1.74529 -4.04470 -2.22058 -0.658
C 2.64072 -3.02441 -1.95965 -1.229
C 2.20433 -1.91753 -1.25673 -0.749
N 0.95421 -1.80209 -0.78995 1.417
C -2.81805 -0.72203 -0.06889 -1.618
C -2.38508 -0.68500 1.37397 0.613
C -3.33390 -0.76666 2.38251 -1.134
C -2.93789 -0.69643 3.70478 -0.845
C -1.58659 -0.56909 3.98424 -0.729
C -0.69721 -0.50734 2.93122 -0.202
N -1.07412 -0.55287 1.64367 1.584
C -2.19673 0.39923 -2.89028 0.396
C -2.63957 0.58485 -4.19679 -0.997
C -2.66101 1.86646 -4.71462 -0.516
C -2.23410 2.91937 -3.91710 -0.888
C -1.84031 2.63782 -2.62210 -0.052
N -1.83467 1.40709 -2.10949 0.400
H -2.97244 -1.57652 -2.56490 0.503
H -1.24760 -1.48417 -2.91444 0.459
H -2.03134 -3.21332 -1.10493 0.509
H -1.36458 -2.66180 0.43260 0.414
H -0.31259 -4.65056 -2.01403 0.533
H 2.05050 -4.92317 -2.77293 0.464
H 3.66415 -3.06613 -2.30493 0.527
H 2.85998 -1.08085 -1.06805 0.751
H -3.67463 -1.40465 -0.17051 0.638
H -3.15257 0.27155 -0.36913 0.540
H -4.37663 -0.88383 2.11786 0.553
H -3.66726 -0.75001 4.50175 0.438
H -1.21679 -0.52508 4.99874 0.548
H 0.36319 -0.41520 3.10542 -0.395
H -2.94979 -0.26380 -4.79396 0.477
H -2.99487 2.04381 -5.72842 0.425
H -2.21354 3.93422 -4.28861 0.455
H -1.51359 3.43033 -1.95758 0.184
C -1.51295 3.97558 1.12695 -0.540
C -0.27992 4.08880 2.02866 -0.905
C 0.55347 2.85002 1.67294 -0.661
O -0.23725 2.07811 0.73315 0.708
C -1.60854 2.47987 0.92276 -0.188
H -1.33552 4.46244 0.16814 0.221
H -2.41114 4.40082 1.57044 0.449
H -0.57045 4.06440 3.07855 0.294
H 0.27531 5.00831 1.85795 0.390
H 0.76029 2.23211 2.55031 0.250
H 1.48633 3.09547 1.17195 0.389
H -2.01741 1.99357 1.81595 0.116
H -2.15702 2.17195 0.04157 -0.076
C 2.11154 -2.96141 1.96552 -1.076
Ge 2.95355 -1.19484 1.93061 0.711
C 3.02983 -0.50224 3.76628 -1.265
C 4.78595 -1.27066 1.24875 -1.292
C 1.86734 0.18878 1.01506 -0.992
H 2.53355 -3.53413 2.79254 0.531
H 2.28291 -3.52016 1.04590 0.317
H 1.03555 -2.88112 2.12549 0.199
H 3.73342 -1.09862 4.34905 0.429
H 2.06656 -0.53843 4.27664 0.401
H 3.38095 0.53033 3.76915 0.366
H 5.41743 -1.77486 1.98120 0.408
H 5.17694 -0.26424 1.09701 0.391
H 4.85906 -1.81638 0.30880 0.351
H 2.22856 1.18203 1.29598 0.464
Cl 0.91949 0.95265 -4.64044 -0.109
C 1.84345 1.85813 -3.53622 0.302
Cl 2.83688 3.06463 -4.18440 -0.145
Cl 2.97973 2.42187 -1.12698 -0.251
C 1.74901 1.53196 -2.14387 0.102
N 0.96401 0.68683 -1.68069 -0.485
```


ii) Density functional theory data (the ωB97M-V functional and the def2-TZVPD basis) for a structure of composition C28H36Cl3GeN5ORu.

Its spin multiplicity is 2. Its HOMO-LUMO gap (alpha / beta) is 6.54 / 6.46 eV. The molar mass is 738.7 g mol⁻¹. The charge is +1. Its expectation value of S² is 0.810.

The geometry in XYZ format:
```
75
Properties=species:S:1:pos:R:3:mulliken_charge:R:1
Ru -0.39385 -0.11749 0.08081 -0.212
C 1.77697 2.00768 0.62540 -2.049
N 1.51417 0.67563 1.23184 0.891
C 2.64422 -0.24418 1.04927 -1.528
C 2.73956 -0.75465 -0.36581 0.643
C 3.85552 -1.45507 -0.80363 -1.104
C 3.92401 -1.83201 -2.13124 -0.503
C 2.89640 -1.46159 -2.99072 -0.774
C 1.80828 -0.79740 -2.46369 -0.608
N 1.71487 -0.47852 -1.16707 1.069
C 1.13325 0.76222 2.64266 -1.069
C -0.17234 1.48595 2.81109 0.455
C -0.63376 1.88107 4.06123 -1.154
C -1.81407 2.59454 4.13424 -0.488
C -2.49371 2.90577 2.95962 -1.080
C -1.97870 2.44902 1.76644 -0.641
N -0.84684 1.74507 1.69586 0.933
C 0.96964 2.35220 -0.62085 1.237
C 1.34626 3.45456 -1.37212 -1.041
C 0.61896 3.80511 -2.49590 -0.640
C -0.45966 3.01555 -2.86030 -1.008
C -0.77008 1.92277 -2.07830 -0.999
N -0.08748 1.60006 -0.97170 1.802
H 2.83483 2.08551 0.36447 0.737
H 1.57311 2.78521 1.36413 0.641
H 2.51387 -1.09835 1.71413 0.414
H 3.58852 0.24632 1.31389 0.609
H 4.65485 -1.69010 -0.11155 0.526
H 4.77801 -2.38712 -2.49805 0.448
H 2.93408 -1.69462 -4.04597 0.494
H 0.97227 -0.50602 -3.08610 0.388
H 1.91166 1.26461 3.23055 0.532
H 1.02392 -0.25090 3.03533 0.535
H -0.07035 1.63620 4.95290 0.542
H -2.19721 2.91858 5.09309 0.439
H -3.39961 3.49566 2.97561 0.491
H -2.47021 2.65219 0.81928 0.860
H 2.21185 4.03170 -1.07172 0.544
H 0.89425 4.67490 -3.07775 0.435
H -1.05511 3.24207 -3.73431 0.540
H -1.59004 1.26466 -2.31896 0.553
C -2.54704 -3.28513 -1.60006 0.123
C -1.26674 -4.13182 -1.51340 -0.982
C -0.13614 -3.10030 -1.65708 -0.337
O -0.76765 -1.81188 -1.84323 -0.110
C -2.07169 -2.06214 -2.36537 0.078
H -2.85711 -2.97026 -0.60384 -0.350
H -3.37056 -3.80165 -2.09056 0.573
H -1.22493 -4.85941 -2.32228 0.311
H -1.19822 -4.66595 -0.56645 0.292
H 0.48527 -3.31484 -2.52945 0.452
H 0.50180 -3.03510 -0.77875 0.184
H -2.00439 -2.26259 -3.44042 0.420
H -2.67967 -1.17911 -2.19277 -0.981
C -4.03085 1.45661 -2.26141 -1.323
Ge -4.06115 0.40964 -0.59593 0.946
C -5.11329 1.46916 0.69291 -1.459
C -5.12587 -1.21143 -0.92808 -1.307
C -2.35704 -0.04697 0.25404 -0.876
H -5.07206 1.63153 -2.53931 0.511
H -3.54980 0.94077 -3.09413 0.428
H -3.55592 2.42886 -2.12357 0.316
H -6.16738 1.38657 0.42506 0.462
H -4.84104 2.52600 0.67159 0.395
H -4.98552 1.09942 1.71188 0.414
H -6.17107 -0.90579 -0.98699 0.502
H -5.02093 -1.92334 -0.10809 0.352
H -4.85270 -1.70972 -1.85669 0.365
H -2.59482 -0.44461 1.24924 0.584
Cl -1.14276 -4.78831 3.53605 -0.123
C -1.37995 -3.48313 2.48495 0.194
Cl -3.00985 -3.06163 2.18449 -0.126
Cl 1.37671 -3.48361 2.22389 -0.330
C -0.35623 -2.71721 1.85251 0.041
N -0.44606 -1.74365 1.13295 -0.500
```


What should be chosen as the most stable of them? Choose i).